No. 1
97
Properties=species:S:1:pos:R:3 method="wB97M-V/def2-TZVPD" homo_lumo_gap_ev=5.70 homo_energy_ev=-1.75 spin_multiplicity=1 fmax_ev_per_a=0.7 charge=-2
O 0.75716 2.02812 1.25927
H 4.20071 0.63300 2.79722
H 3.16998 1.19755 -4.12244
H -1.12651 4.33872 -2.51052
N -0.18350 -1.96491 3.14916
C -0.50193 -5.53628 -1.07589
H -0.36517 -3.41197 -0.77847
H 3.98925 4.64411 1.38235
C -0.23578 4.16128 -1.90367
N -3.10401 1.66445 3.26583
C -0.59120 -4.20992 -1.47375
H -0.77794 -4.54935 5.94305
H 4.55174 2.90155 -2.88398
C -2.13923 -2.07640 -4.15023
C -1.38916 -2.70101 5.06388
C 1.72210 -3.11627 2.25247
C -1.23902 -4.90842 -3.66828
C 1.27148 -5.17565 4.22765
H -2.15582 -0.99257 -4.23189
C -1.02481 -2.44977 -3.20411
P 1.59816 2.26630 -1.67278
H 0.85786 5.36275 3.17899
O -1.94161 1.44017 3.63985
O 2.19273 3.26279 -0.50145
H 0.59735 4.70541 -2.35010
H 0.31175 5.42382 1.48965
H 3.77923 4.19389 -3.81482
H 5.33249 1.38996 0.83008
H -7.78644 2.49659 2.55104
C -0.77716 -6.56099 -1.97326
Cl 3.77974 -4.53357 1.19113
H 4.60136 2.57991 -0.24988
N -3.33347 1.42288 2.00179
O -2.44424 1.02484 1.13033
H 0.01109 3.97276 2.47576
N 2.01168 4.19973 1.88430
C 0.42877 -4.04264 4.23009
H -0.87305 0.85358 -1.77538
O 0.25534 -0.51830 -4.07409
C -6.18863 1.69640 -0.31543
C -1.14637 -6.23590 -3.27233
C 0.72221 4.76980 2.27052
H 2.89432 -6.18355 3.29110
C 2.33930 1.91123 -4.13587
H -1.53012 -4.67346 -4.68527
H 2.80484 5.82192 0.77282
C -4.66464 1.64687 1.54886
H -0.20901 -5.76732 -0.05808
C -1.06442 1.87534 -1.45579
H -1.95327 -2.47871 -5.15102
C 4.39947 1.69814 0.35374
C 3.67794 3.56693 -2.92366
N 3.43386 2.00631 1.41037
H -3.11128 -2.44018 -3.79733
O -0.80814 -1.49544 -2.15160
H -1.75411 -0.89634 3.89342
C -4.91197 1.48489 0.18925
C 0.62641 -3.04557 3.23539
H -1.36250 -7.02305 -3.98706
C 1.54120 -2.11335 -2.79567
H -1.23402 1.91250 -0.37469
H -6.36511 1.56624 -1.37711
C -0.61256 -3.82097 5.16007
C -1.14842 -1.79083 4.01811
H 3.22352 5.78283 2.49830
O 1.80244 0.85878 -1.32202
O 1.95282 -2.18720 1.44291
Cl 1.05843 -6.44661 5.42809
H 2.51589 1.09823 3.09253
C -0.95921 -3.86652 -2.77783
H -0.41706 4.55831 -0.89695
P 2.00018 2.77773 1.03991
N 2.42815 2.84202 -2.99935
H 1.50207 -3.19631 -2.66881
C -6.98069 2.21737 1.88122
H -5.51807 2.12746 3.45543
C -5.71347 2.01039 2.40026
H -0.69701 -7.59734 -1.66633
H 4.05860 0.88874 -0.30079
C 3.05767 5.16255 1.61375
H 1.40937 1.33040 -4.10838
H -2.18476 -2.51128 5.77308
H -8.22677 2.22861 0.12299
H 1.84903 -1.66691 -1.85107
H 2.37595 2.48034 -5.07057
H -1.96401 2.21819 -1.97276
H -4.08512 1.18781 -0.43982
C 2.26193 -5.30512 3.29016
Tl -0.17824 -0.52943 0.61902
C -7.23208 2.06511 0.52052
H 2.28697 -1.86869 -3.55238
C 2.47784 -4.31493 2.33534
H 3.69389 4.21216 -2.04820
N 0.04639 2.73782 -1.88418
H 2.89550 -0.04020 1.79560
C 3.24358 0.85256 2.31986
C 0.21138 -1.51496 -3.26116



No. 2
82
Properties=species:S:1:pos:R:3 method="wB97M-V/def2-TZVPD" homo_lumo_gap_ev=7.10 homo_energy_ev=-8.14 spin_multiplicity=1 fmax_ev_per_a=11.6 charge=0
H 6.29400 -29.28200 -12.89900
C 4.72200 -25.13300 -15.22500
H 1.64700 -28.31000 -15.18700
N 10.12500 -28.79500 -11.10500
C 4.48000 -29.13500 -9.59600
O 3.27300 -29.85100 -12.92200
H 7.29900 -24.80700 -17.27100
C 6.91400 -28.43400 -14.75600
C 8.37100 -23.24100 -16.14000
H 8.92900 -26.44200 -9.14600
O 8.10300 -30.05300 -10.73800
N 3.54100 -27.58100 -13.29200
N 3.82300 -28.01800 -9.71900
H 7.59500 -27.63300 -15.06700
O 7.14100 -25.36800 -8.93900
H 3.18000 -26.66400 -13.53700
H 10.09100 -29.01900 -12.08800
H 7.39100 -29.33900 -15.16200
H 4.47100 -26.23500 -15.28500
N 5.59700 -29.04300 -10.25300
H 4.59900 -27.64000 -13.13400
C 9.24500 -29.34000 -10.36400
H 4.65800 -22.82100 -13.16000
H 9.63700 -22.35400 -14.91700
O 10.23800 -27.06600 -13.78300
H 5.92700 -28.32400 -15.13400
H 8.22300 -22.49000 -16.92600
C 6.86800 -28.43500 -13.22900
O 5.31300 -26.70000 -18.07500
H 7.29400 -26.48700 -18.47700
C 6.44500 -23.56700 -12.32100
H 7.91500 -28.46700 -12.89400
H 8.92900 -24.78600 -17.43400
H 8.75300 -25.76100 -11.12600
C 2.78000 -28.61300 -13.24300
H 7.58700 -27.21900 -8.23900
N 9.44300 -29.03400 -9.11600
H 4.67100 -23.95300 -11.74300
H 2.85600 -27.98500 -9.26700
N 7.17500 -22.71200 -13.04000
N 9.04900 -25.07200 -13.46300
H 1.16500 -27.36400 -13.44300
O 9.64800 -23.15900 -15.52000
H 7.44800 -27.11600 -10.02500
H 7.58900 -23.00900 -15.34900
H 7.07300 -24.98200 -9.84200
H 8.25500 -25.47400 -16.04700
H 7.09900 -26.71800 -12.37200
H 8.62000 -29.17900 -8.50900
C 9.51800 -26.20800 -13.03100
H 10.95000 -28.23600 -10.83400
O 6.35000 -27.27200 -12.67200
H 3.51900 -28.26200 -15.88600
H 0.87100 -29.06400 -13.51500
H 3.05500 -27.15000 -17.09700
H 8.30700 -24.54100 -13.04600
N 1.57900 -28.33700 -13.40200
O 4.24600 -30.21500 -8.73600
O 1.50500 -28.07600 -16.12800
H 5.32900 -26.17600 -17.26400
H 5.04400 -23.58100 -16.39800
C 2.79400 -28.09700 -16.65700
H 5.74400 -28.43700 -11.01300
H 5.68400 -25.04900 -14.68600
H 2.93700 -28.97500 -17.27900
H 8.15300 -22.48000 -12.84100
H 6.24500 -29.78400 -10.12800
H 9.33000 -24.78400 -14.41900
H 4.01100 -27.31500 -10.41300
H 10.38500 -28.74200 -8.66100
H 3.88700 -24.81000 -14.66600
H 6.52900 -28.17200 -18.87900
H 6.95500 -27.71400 -17.32800
N 9.25900 -26.30900 -11.77400
O 6.96300 -24.37500 -11.39800
C 6.54400 -27.30900 -18.20600
N 5.14000 -23.34500 -12.37800
O 4.76000 -24.49200 -16.49300
H 9.55600 -27.21300 -11.34700
H 6.66600 -21.89100 -13.46400
C 8.21400 -24.66300 -16.73300
C 7.81300 -26.57400 -9.13600



No. 3
17
Properties=species:S:1:pos:R:3 method="wB97M-V/def2-TZVPD" homo_lumo_gap_ev=7.48 homo_energy_ev=-8.18 spin_multiplicity=1 fmax_ev_per_a=2.9 charge=0
Si 0.92450 -0.21594 1.07925
H -3.52315 1.36753 -1.75196
H 4.82118 -0.27810 -0.56916
H 2.55036 -0.28809 -1.63804
Si -3.09558 0.78309 -0.47421
H 4.61860 0.66857 0.82923
F 0.43965 -1.73475 0.58602
C 4.22274 -0.15662 0.25919
H -3.42348 -0.80065 1.39609
F -1.51714 0.99759 -0.32008
H 4.39207 -1.01078 0.91575
H -3.55525 1.76306 0.45898
H -4.94670 -0.77266 0.42267
H -3.68742 -1.81751 -0.15577
Si 2.50335 0.49259 -0.45227
H 3.02916 1.83169 -0.93400
C -3.75289 -0.82903 0.34832



No. 4
18
Properties=species:S:1:pos:R:3 method="wB97M-V/def2-TZVPD" homo_lumo_gap_ev=9.49 homo_energy_ev=-8.96 spin_multiplicity=1 fmax_ev_per_a=1.5 charge=0
H 1.47611 -0.64420 1.64885
H 3.66531 -0.50571 0.57136
H -1.38119 0.41707 -1.50922
S -3.47159 -0.06697 -0.40455
H -0.12535 1.62645 0.92958
S -4.13838 1.13661 -1.92118
C -0.79415 -0.42727 0.47186
H 5.16537 -0.81293 0.44465
H 1.84242 0.89860 1.87619
H -4.14007 0.35921 -3.01571
H -1.32228 -0.53602 1.41637
N 1.50907 0.24813 1.17923
O 4.41588 -0.42769 -0.02926
H -0.17761 -1.32597 0.34758
C -1.69694 -0.29469 -0.74448
H -1.64463 -1.21870 -1.33617
C 0.26948 0.68092 0.54319
H 0.54854 0.89314 -0.46829



No. 5
17
Properties=species:S:1:pos:R:3 method="wB97M-V/def2-TZVPD" homo_lumo_gap_ev=9.11 homo_energy_ev=-8.27 spin_multiplicity=1 fmax_ev_per_a=1.6 charge=0
H -2.46400 -0.04430 0.76311
C -0.47751 1.87006 1.29048
H -3.08528 -1.31093 -0.40231
C 1.14345 -1.30629 0.75748
C 1.74559 -1.09087 -0.59272
H 1.59444 -0.98622 1.65037
S 0.87898 1.48202 0.16044
H 2.70611 -0.60377 -0.65499
C 0.52742 -0.31010 -0.17656
H -1.49887 1.77145 0.83624
S -0.95177 -0.62174 -1.09853
H 0.62005 -2.23993 0.79582
H -0.49801 1.20851 2.18549
C -2.19878 -0.97183 0.15729
H -1.90701 -1.76364 0.87114
H -0.41190 2.95963 1.62829
H 1.66817 -1.90114 -1.27946